3 unconnected molecules or ions with the total composition C36H58Br3N2O5S, computed with the ωB97M-V functional and the def2-TZVPD basis.

Results
LUMO level = -4.6 eV
Electronic energy = -272422.6633 eV
E_HOMO = -10.4 eV
Frontier orbital gap = 5.86 eV
Charge = +1

Last column: Löwdin charge in e.
CARTESIAN COORDINATES (ANGSTROEM)
C1 0.2510 2.1261 3.5446  -0.13
C2 0.3848 0.5652 4.0302  -0.25
C3 0.5060 -0.5104 2.7549  -0.18
C4 -1.0004 -0.8466 2.0994  -0.14
C5 -1.2900 -2.4365 1.8975  -0.21
C6 -0.9036 -2.7672 0.2974  -0.36
C7 0.5447 -2.1626 -0.1682  -0.12
C8 0.9265 -2.5692 -1.7452  -0.13
C9 1.7697 -3.8963 -2.1969  -0.03
C10 2.1456 -4.2199 -3.7937  -0.04
C11 1.7013 -3.1755 -5.0191  -0.02
C12 0.8432 -1.8201 -4.5601  -0.18
C13 0.4270 -0.7842 -5.7855  -0.12
C14 0.4729 -1.5421 -2.9853  -0.01
N1 -0.8637 -4.2354 -0.0378  0.07
C15 0.1341 -4.9265 0.5804  -0.54
S1 1.3779 -5.6173 1.5425  0.65
C16 -2.0910 -2.1319 -0.6960  -0.09
C17 -3.4528 -2.9836 -0.2558  -0.14
C18 -3.7465 -2.6293 1.3028  -0.31
C19 -4.2884 -1.0995 1.3161  -0.19
O1 -5.7004 -1.0443 1.8282  -0.23
C20 -6.0217 0.3016 2.3251  -0.17
C21 -6.5192 1.2417 1.0625  -0.15
O2 -6.0569 2.6344 1.2020  -0.18
C22 -4.6010 2.7556 1.0284  -0.16
C23 -4.0640 2.5113 -0.5022  -0.13
O3 -2.6781 1.9557 -0.3670  -0.26
C24 -1.6777 3.0021 -0.6330  -0.25
C25 -0.1152 2.5073 -0.4321  -0.08
N2 -2.6266 -2.9876 2.3009  -0.45
Br1 -3.3837 -2.2728 3.9070  1.06
C26 -2.6098 -4.4992 2.6265  -0.62
Br2 -3.6595 -5.9354 1.6778  0.72
C27 -1.7584 -5.0882 3.7387  -0.60
C28 -0.8092 -4.2615 4.7533  -0.18
Br3 -1.7602 -7.1008 4.1160  0.63
H1 0.9370 2.3313 2.6158  0.06
H2 0.6144 2.7958 4.4428  0.09
H3 -0.8872 2.3456 3.3722  0.08
H4 1.3675 0.4625 4.6982  0.12
H5 -0.5030 0.2348 4.7524  0.11
H6 1.0316 -1.4553 3.1981  0.11
H7 1.2363 -0.0357 1.9673  0.11
H8 -1.7222 -0.2501 2.7958  0.08
H9 -1.0090 -0.2278 1.0767  0.11
H10 -0.3551 -2.9492 2.4392  0.14
H11 1.4552 -2.4810 0.5354  0.13
H12 0.5963 -0.9695 -0.1782  0.11
H13 2.1350 -4.6795 -1.4054  0.06
H14 2.7495 -5.1883 -4.1288  0.09
H15 1.9669 -3.4076 -6.1567  0.10
H16 1.1671 0.1185 -5.9137  0.08
H17 -0.6889 -0.4422 -5.5450  0.09
H18 0.3518 -1.4548 -6.7591  0.08
H19 -0.1219 -0.5404 -2.7317  0.10
H20 -1.9022 -2.4399 -1.8335  0.14
H21 -2.2286 -0.9780 -0.5648  0.11
H22 -3.4215 -4.1108 -0.5514  0.09
H23 -4.3138 -2.5278 -0.9498  0.15
H24 -4.7094 -3.2629 1.6227  0.15
H25 -4.3966 -0.6955 0.1952  0.14
H26 -3.6797 -0.2848 1.8622  0.09
H27 -5.1998 0.7900 2.9997  0.13
H28 -6.9806 0.1736 3.0248  0.15
H29 -6.1847 0.7080 0.0761  0.12
H30 -7.7124 1.2139 1.0583  0.15
H31 -3.9567 2.0826 1.7359  0.11
H32 -4.3252 3.8811 1.3088  0.15
H33 -4.6912 1.7489 -1.1330  0.13
H34 -3.9380 3.5677 -0.9960  0.13
H35 -1.8014 3.9599 0.0657  0.14
H36 -1.7371 3.4236 -1.7469  0.13
H37 0.5441 3.0110 -1.2881  0.09
H38 0.0296 1.3440 -0.5268  0.06
H39 0.3648 2.8963 0.5883  0.07
H40 0.2910 -4.7233 4.7961  0.11
H41 -1.2287 -4.3821 5.8641  0.11
H42 -0.6762 -3.1212 4.5759  0.05
C29 3.9817 3.7463 -4.4135  -0.17
C30 3.0688 2.5730 -4.6605  -0.19
C31 3.1220 1.8456 -3.3347  -0.20
O4 3.3391 2.8392 -2.3233  -0.18
C32 3.6931 4.0724 -2.9645  -0.20
H43 3.8034 4.5907 -5.0841  0.12
H44 5.0266 3.4335 -4.5253  0.12
H45 2.0496 2.9298 -4.8502  0.12
H46 3.3746 1.9475 -5.5029  0.12
H47 3.9622 1.1440 -3.2997  0.12
H48 2.2003 1.2972 -3.1202  0.10
H49 2.8395 4.7530 -2.8736  0.12
H50 4.5516 4.5194 -2.4557  0.12
C33 5.7382 3.7169 1.3864  -0.18
C34 4.8810 2.6255 0.7993  -0.18
C35 5.7141 2.1666 -0.3775  -0.20
O5 7.0878 2.3743 -0.0211  -0.13
C36 7.1340 3.1751 1.1680  -0.20
H51 5.5225 3.9282 2.4368  0.11
H52 5.6030 4.6429 0.8149  0.12
H53 4.7741 1.8084 1.5226  0.11
H54 3.8812 2.9590 0.5100  0.10
H55 5.5060 2.7664 -1.2698  0.10
H56 5.5521 1.1124 -0.6201  0.12
H57 7.4416 2.5267 1.9955  0.12
H58 7.8783 3.9675 1.0502  0.12